This record from OMol25 describes C65H166N13O17Pb as an isolated structure at a distorted geometry. The level of theory is ωB97M-V/def2-TZVPD.

total charge: +1
LUMO: -2.06 eV
M: 1609.32 g mol⁻¹

CARTESIAN COORDINATES (ANGSTROEM)
Pb (-15.38, -23.96, 6.70)
C (-16.10, -23.38, 10.31)
C (-15.45, -24.74, 10.58)
C (-16.48, -25.61, 11.26)
C (-16.14, -27.13, 11.18)
C (-15.86, -27.50, 9.72)
C (-14.74, -26.68, 9.10)
N (-15.22, -25.31, 9.19)
O (-14.27, -24.38, 8.53)
C (-14.72, -27.03, 7.65)
C (-13.37, -27.03, 9.65)
C (-14.23, -24.45, 11.47)
H (-16.49, -22.99, 11.25)
H (-16.87, -23.37, 9.54)
H (-15.29, -22.75, 9.92)
H (-17.45, -25.41, 10.77)
H (-16.58, -25.27, 12.27)
H (-17.02, -27.68, 11.56)
H (-15.29, -27.41, 11.82)
H (-16.80, -27.35, 9.14)
H (-15.65, -28.57, 9.61)
H (-14.40, -28.08, 7.59)
H (-13.99, -26.50, 7.03)
H (-15.70, -26.93, 7.22)
H (-13.17, -26.86, 10.72)
H (-12.62, -26.54, 9.06)
H (-13.37, -28.15, 9.61)
H (-14.45, -23.70, 12.22)
H (-13.38, -24.15, 10.88)
H (-13.95, -25.39, 11.92)
C (-20.65, -26.85, 14.58)
C (-19.56, -26.03, 15.23)
C (-18.30, -26.92, 15.21)
O (-17.20, -26.28, 15.84)
C (-15.94, -26.79, 15.43)
N (-19.37, -24.76, 14.45)
H (-21.66, -26.35, 14.67)
H (-20.69, -27.80, 15.14)
H (-20.49, -26.93, 13.52)
H (-19.82, -25.62, 16.23)
H (-18.18, -27.20, 14.15)
H (-18.51, -27.88, 15.79)
H (-15.18, -26.68, 16.18)
H (-15.56, -26.26, 14.52)
H (-15.98, -27.80, 15.16)
H (-19.49, -24.86, 13.44)
H (-18.35, -24.54, 14.56)
C (-12.99, -20.13, 5.23)
C (-13.58, -21.51, 5.53)
C (-12.51, -22.57, 5.61)
O (-12.94, -23.75, 6.22)
C (-12.01, -24.79, 6.47)
N (-14.38, -21.60, 6.77)
H (-12.44, -20.04, 4.26)
H (-12.35, -19.89, 6.03)
H (-13.83, -19.41, 5.13)
H (-14.33, -21.74, 4.73)
H (-11.60, -22.18, 6.07)
H (-12.11, -22.74, 4.64)
H (-11.00, -24.39, 6.55)
H (-12.00, -25.56, 5.65)
H (-12.26, -25.26, 7.42)
H (-13.76, -21.38, 7.54)
H (-15.16, -20.91, 6.81)
C (-17.75, -19.29, 11.75)
C (-19.01, -18.93, 11.03)
C (-20.05, -20.05, 11.08)
O (-19.55, -21.25, 10.46)
C (-20.17, -22.43, 10.90)
N (-19.55, -17.68, 11.56)
H (-17.37, -20.23, 11.41)
H (-17.93, -19.34, 12.84)
H (-17.07, -18.45, 11.51)
H (-18.82, -18.76, 9.98)
H (-21.02, -19.83, 10.59)
H (-20.19, -20.29, 12.11)
H (-19.43, -23.22, 10.68)
H (-21.10, -22.70, 10.31)
H (-20.39, -22.54, 11.96)
H (-19.62, -17.73, 12.53)
H (-20.33, -17.32, 11.07)
C (-11.05, -25.42, 16.76)
C (-12.44, -26.15, 16.71)
C (-12.39, -27.21, 15.63)
O (-12.16, -26.52, 14.45)
C (-12.00, -27.56, 13.43)
N (-12.80, -26.74, 17.97)
H (-11.17, -24.46, 17.34)
H (-10.62, -25.10, 15.77)
H (-10.24, -26.07, 17.15)
H (-13.18, -25.43, 16.37)
H (-13.30, -27.80, 15.61)
H (-11.54, -27.93, 15.87)
H (-11.13, -28.21, 13.59)
H (-11.87, -27.03, 12.46)
H (-12.93, -28.20, 13.39)
H (-12.02, -27.21, 18.36)
H (-13.09, -25.99, 18.59)
C (-16.75, -20.78, 15.78)
C (-18.09, -21.32, 15.25)
C (-19.09, -20.11, 15.22)
O (-20.23, -20.34, 14.37)
C (-21.10, -21.36, 14.80)
N (-17.87, -21.93, 13.94)
H (-16.81, -20.50, 16.80)
H (-16.47, -19.97, 15.08)
H (-15.92, -21.49, 15.70)
H (-18.44, -22.06, 15.99)
H (-18.57, -19.25, 14.80)
H (-19.45, -19.94, 16.24)
H (-20.66, -22.37, 14.75)
H (-21.87, -21.36, 14.04)
H (-21.62, -21.15, 15.77)
H (-18.74, -22.16, 13.46)
H (-17.29, -21.28, 13.40)
C (-11.01, -20.54, 10.15)
C (-12.30, -21.19, 10.23)
C (-13.38, -20.09, 10.16)
O (-13.45, -19.17, 11.24)
C (-13.86, -19.83, 12.37)
N (-12.45, -22.01, 9.06)
H (-10.92, -20.22, 9.08)
H (-10.22, -21.32, 10.37)
H (-10.97, -19.74, 10.86)
H (-12.38, -21.76, 11.17)
H (-14.35, -20.58, 9.97)
H (-13.16, -19.56, 9.22)
H (-13.83, -19.03, 13.09)
H (-13.26, -20.66, 12.74)
H (-14.91, -20.24, 12.31)
H (-11.57, -22.47, 8.92)
H (-13.18, -22.70, 9.20)
C (-20.20, -26.25, 10.49)
C (-21.56, -26.91, 10.14)
C (-21.99, -26.41, 8.75)
O (-21.99, -25.01, 8.74)
C (-23.15, -24.37, 9.16)
N (-21.49, -28.33, 10.29)
H (-19.97, -26.41, 11.57)
H (-20.22, -25.20, 10.19)
H (-19.37, -26.70, 9.80)
H (-22.39, -26.67, 10.82)
H (-23.01, -26.73, 8.58)
H (-21.35, -26.77, 7.96)
H (-24.04, -24.53, 8.57)
H (-22.94, -23.31, 9.17)
H (-23.40, -24.50, 10.23)
H (-20.65, -28.66, 9.79)
H (-22.17, -28.88, 9.77)
C (-10.41, -20.99, 14.17)
C (-11.47, -20.65, 15.32)
C (-12.32, -21.86, 15.73)
O (-13.15, -22.28, 14.66)
C (-14.11, -23.28, 15.00)
N (-10.77, -20.28, 16.55)
H (-10.95, -21.37, 13.28)
H (-9.68, -21.77, 14.46)
H (-9.84, -20.09, 13.83)
H (-12.10, -19.80, 15.01)
H (-13.00, -21.66, 16.60)
H (-11.62, -22.68, 16.02)
H (-13.71, -24.24, 14.69)
H (-15.04, -23.07, 14.45)
H (-14.27, -23.33, 16.09)
H (-11.37, -19.63, 17.07)
H (-9.87, -19.76, 16.44)
C (-9.82, -29.53, 9.45)
O (-10.87, -30.44, 9.66)
C (-11.41, -30.59, 10.96)
C (-12.54, -31.63, 10.92)
N (-13.37, -31.41, 12.12)
C (-14.34, -30.33, 12.19)
C (-15.11, -30.40, 13.50)
O (-15.76, -31.64, 13.70)
C (-16.46, -31.72, 14.92)
H (-9.57, -29.66, 8.43)
H (-8.95, -29.81, 10.03)
H (-10.17, -28.51, 9.65)
H (-11.71, -29.70, 11.40)
H (-10.61, -31.01, 11.59)
H (-12.13, -32.68, 11.00)
H (-13.08, -31.56, 9.94)
H (-13.91, -32.24, 12.34)
H (-15.16, -30.43, 11.39)
H (-13.94, -29.34, 12.13)
H (-15.85, -29.59, 13.56)
H (-14.37, -30.29, 14.29)
H (-15.72, -31.49, 15.72)
H (-16.77, -32.79, 14.97)
H (-17.34, -31.10, 14.95)
C (-16.24, -30.73, 7.20)
O (-15.09, -31.57, 7.17)
C (-13.87, -30.88, 7.02)
C (-12.83, -31.84, 6.47)
N (-13.33, -32.70, 5.39)
C (-13.60, -31.94, 4.20)
C (-14.14, -32.87, 3.10)
O (-15.17, -33.70, 3.64)
C (-15.63, -34.65, 2.74)
H (-16.37, -30.39, 6.16)
H (-16.08, -29.90, 7.87)
H (-17.12, -31.30, 7.49)
H (-13.41, -30.44, 7.92)
H (-14.09, -30.03, 6.39)
H (-12.48, -32.45, 7.27)
H (-11.95, -31.26, 6.07)
H (-14.14, -33.20, 5.74)
H (-12.63, -31.49, 3.92)
H (-14.30, -31.12, 4.26)
H (-13.33, -33.54, 2.75)
H (-14.46, -32.24, 2.26)
H (-14.85, -35.24, 2.16)
H (-16.28, -34.16, 1.95)
H (-16.21, -35.37, 3.34)
C (-6.92, -21.21, 8.38)
O (-6.91, -22.47, 9.06)
C (-7.09, -23.54, 8.15)
C (-8.49, -23.67, 7.63)
N (-9.45, -23.58, 8.66)
C (-9.56, -24.75, 9.51)
C (-10.61, -24.58, 10.62)
O (-10.23, -23.68, 11.65)
C (-10.55, -24.14, 12.92)
H (-5.94, -21.08, 7.95)
H (-7.26, -20.35, 9.00)
H (-7.54, -21.21, 7.46)
H (-6.77, -24.44, 8.68)
H (-6.38, -23.48, 7.29)
H (-8.65, -24.60, 7.11)
H (-8.83, -22.96, 6.86)
H (-9.34, -22.72, 9.21)
H (-8.66, -25.03, 10.00)
H (-9.84, -25.62, 8.84)
H (-10.89, -25.51, 11.08)
H (-11.54, -24.21, 10.28)
H (-9.89, -25.02, 13.18)
H (-11.60, -24.43, 13.00)
H (-10.33, -23.37, 13.62)
C (-17.54, -20.69, 8.15)
O (-17.69, -22.01, 7.76)
C (-19.09, -22.32, 7.50)
C (-19.24, -23.82, 7.31)
N (-18.65, -24.46, 6.18)
C (-18.94, -25.84, 6.05)
C (-18.15, -26.50, 4.93)
O (-16.75, -26.16, 5.00)
C (-15.99, -26.64, 3.90)
H (-16.47, -20.52, 8.23)
H (-17.96, -20.42, 9.14)
H (-17.99, -20.03, 7.39)
H (-19.40, -21.75, 6.63)
H (-19.56, -21.97, 8.39)
H (-20.33, -24.02, 7.37)
H (-18.86, -24.32, 8.19)
H (-18.85, -23.86, 5.37)
H (-20.06, -26.00, 6.03)
H (-18.62, -26.24, 7.04)
H (-18.60, -26.30, 3.96)
H (-18.24, -27.57, 5.15)
H (-16.46, -26.33, 2.97)
H (-16.09, -27.76, 3.88)
H (-14.97, -26.35, 3.97)

Atom charges from the Löwdin analysis, given in e for atoms 1 to 8:
1 Pb 1.59
2 C -0.03
3 C -0.48
4 C -0.12
5 C -0.14
6 C -0.14
7 C -0.55
8 N -0.10

***

This record from OMol25 describes C65H45CrN6OTe as an isolated structure at a distorted geometry. The level of theory is ωB97M-V/def2-TZVPD.

total charge: -1
2S+1: 5
LUMO (spin up / spin down): 1.81 / 1.57 eV
M: 1105.71 g mol⁻¹
energy above the lowest of the compared OMol25 structures with the same formula, charge and spin: 249.9 kcal per mole

CARTESIAN COORDINATES (ANGSTROEM)
Cr (-0.35, 0.13, -0.58)
C (-1.76, -5.79, 0.20)
C (-0.78, -5.32, 1.01)
C (0.16, -4.37, 0.58)
C (0.17, -3.75, -0.69)
C (-0.91, -4.22, -1.64)
C (-1.81, -5.33, -1.17)
C (1.20, -2.89, -1.06)
C (2.13, -1.82, 0.99)
C (2.31, -2.26, 2.38)
C (1.95, -1.42, 3.40)
C (1.79, -0.07, 3.15)
N (2.03, 0.54, 1.89)
C (0.79, 0.89, 2.66)
C (-0.59, 0.48, 2.25)
C (-1.60, -0.03, 3.07)
C (-2.80, 0.10, 2.37)
C (-2.48, 0.69, 1.14)
C (-3.33, 1.09, 0.06)
C (-4.78, 1.07, 0.23)
C (-5.57, 0.53, -0.78)
C (-6.94, 0.47, -0.66)
C (-7.55, 0.95, 0.49)
C (-6.78, 1.48, 1.51)
C (-5.41, 1.55, 1.38)
C (-2.82, 1.45, -1.19)
N (-1.59, 1.06, -1.62)
C (-1.47, 1.36, -2.95)
C (-0.50, 0.79, -3.77)
C (-0.64, 1.08, -5.21)
C (-1.18, 0.11, -6.05)
C (-1.44, 0.39, -7.38)
C (-1.15, 1.65, -7.89)
C (-0.58, 2.60, -7.07)
C (-0.32, 2.32, -5.74)
C (0.39, -0.25, -3.38)
C (1.26, -0.98, -4.20)
C (1.75, -2.03, -3.43)
C (1.15, -1.94, -2.17)
N (0.37, -0.81, -2.12)
C (-2.64, 2.09, -3.35)
C (-3.47, 2.13, -2.27)
N (-1.13, 0.87, 1.07)
C (0.78, 2.23, 3.34)
C (-0.32, 2.57, 4.12)
C (-0.32, 3.69, 4.93)
C (0.79, 4.51, 4.96)
C (1.88, 4.21, 4.17)
C (1.88, 3.09, 3.36)
H (-2.54, -6.44, 0.55)
H (-0.73, -5.64, 2.04)
H (0.84, -4.02, 1.34)
H (-0.82, -2.61, -3.04)
H (-2.78, -5.37, -1.65)
H (2.67, -3.26, 2.57)
H (1.89, -1.77, 4.42)
H (-1.47, -0.45, 4.05)
H (-3.77, -0.22, 2.70)
H (-5.08, 0.12, -1.66)
H (-7.53, 0.05, -1.46)
H (-8.63, 0.90, 0.58)
H (-7.26, 1.85, 2.41)
H (-4.81, 2.00, 2.16)
H (-1.43, -0.86, -5.64)
H (-1.88, -0.36, -8.01)
H (-1.37, 1.87, -8.93)
H (-0.33, 3.58, -7.48)
H (0.12, 3.08, -5.10)
H (1.48, -0.78, -5.23)
H (2.42, -2.81, -3.76)
H (-2.82, 2.47, -4.33)
H (-4.44, 2.59, -2.21)
H (-1.20, 1.93, 4.12)
H (-1.18, 3.91, 5.53)
H (0.80, 5.39, 5.61)
H (2.75, 4.86, 4.19)
H (2.74, 2.86, 2.74)
O (0.87, -1.13, 0.71)
C (2.04, -0.35, 0.75)
C (2.43, -2.83, -0.13)
C (3.72, -2.64, -0.84)
C (4.29, -1.48, -1.23)
C (3.75, -0.17, -1.14)
C (2.66, 0.29, -0.45)
C (2.11, 1.57, -0.79)
N (0.81, 1.81, -0.66)
C (0.60, 3.07, -1.11)
C (1.77, 3.60, -1.55)
N (2.73, 2.64, -1.34)
H (2.52, -3.80, 0.36)
H (4.24, -3.56, -1.08)
H (5.22, -1.56, -1.79)
H (4.21, 0.53, -1.84)
H (-0.38, 3.51, -1.11)
H (2.00, 4.55, -2.00)
H (3.71, 2.70, -1.54)
Te (-2.38, -1.62, -1.12)
C (-3.74, -2.86, 0.01)
C (-5.00, -3.08, -0.51)
C (-5.97, -3.73, 0.24)
C (-5.67, -4.18, 1.51)
C (-4.41, -3.96, 2.04)
C (-3.45, -3.29, 1.30)
C (-1.58, -3.16, -2.48)
C (-0.65, -5.62, -2.15)
C (-0.94, -6.13, -3.48)
C (-1.85, -5.71, -4.37)
C (-2.73, -4.58, -4.26)
C (-2.66, -3.53, -3.44)
H (-5.23, -2.72, -1.50)
H (-6.96, -3.87, -0.17)
H (-6.42, -4.70, 2.09)
H (-4.18, -4.30, 3.04)
H (-2.47, -3.09, 1.72)
H (0.20, -6.09, -1.68)
H (-0.36, -7.01, -3.74)
H (-1.97, -6.29, -5.28)
H (-3.55, -4.59, -4.97)
H (-3.43, -2.77, -3.53)

Atom charges from the Löwdin analysis, given in e for atoms 1 to 8:
1 Cr 0.70
2 C -0.12
3 C -0.15
4 C -0.08
5 C -0.16
6 C -0.31
7 C -0.16
8 C -0.11